This record from the Open Molecules 2025 dataset describes a structure of composition C26H22O2PRuSSe2Te2. The level of theory is wB97M-V/def2-TZVPD.

Spin multiplicity   5
Total charge   +1
Highest occupied orbital energy (alpha / beta)   -0.364 / -0.380 Eh
LUMO energy (alpha / beta)   -3.18 / -5.11 eV
Gap between HOMO and LUMO (alpha / beta)   6.7400 / 5.2307 eV
Relative energy (zero: lowest compared OMol25 entry of this formula, charge and spin)   20.15 kcal per mole

Atoms and positions in Å:
Ru1 1.96 -1.32 -0.12
O1 0.95 -2.68 -1.97
C1 0.51 -2.48 -0.87
C2 -0.70 -2.93 -0.20
C3 -1.52 -3.93 -0.71
C4 -2.61 -4.36 0.03
C5 -2.88 -3.78 1.27
C6 -2.06 -2.78 1.78
C7 -0.98 -2.35 1.04
P1 0.22 -1.06 1.50
C8 -0.47 0.48 0.81
C9 -1.68 0.54 0.12
C10 -2.13 1.76 -0.35
C11 -1.39 2.91 -0.16
C12 -0.17 2.85 0.51
C13 0.28 1.64 1.00
C14 0.02 -0.85 3.29
C15 -0.73 0.19 3.83
C16 -0.90 0.25 5.21
C17 -0.32 -0.70 6.03
C18 0.44 -1.72 5.49
C19 0.62 -1.80 4.12
H1 -1.27 -4.39 -1.67
H2 -3.24 -5.15 -0.34
H3 -3.73 -4.12 1.84
H4 -2.27 -2.35 2.75
H5 -2.26 -0.36 -0.03
H6 -3.08 1.81 -0.87
H7 -1.74 3.86 -0.54
H8 0.42 3.75 0.65
H9 1.21 1.59 1.55
H10 -1.19 0.93 3.19
H11 -1.49 1.06 5.64
H12 -0.45 -0.64 7.10
H13 0.90 -2.46 6.13
H14 1.22 -2.59 3.68
Se1 3.62 0.34 0.74
Te1 5.80 -0.71 1.20
Te2 5.05 -3.26 1.69
Se2 3.20 -3.51 0.08
C20 2.77 0.64 -4.24
S1 2.27 1.22 -2.60
O2 1.63 0.02 -1.96
C21 0.92 2.24 -3.21
C22 1.11 3.61 -3.24
C23 0.11 4.42 -3.78
C24 -1.05 3.84 -4.28
C25 -1.23 2.46 -4.21
C26 -0.25 1.66 -3.67
H15 1.90 0.26 -4.77
H16 3.51 -0.15 -4.11
H17 3.21 1.48 -4.77
H18 2.02 4.04 -2.86
H19 0.25 5.49 -3.82
H20 -1.82 4.47 -4.70
H21 -2.14 2.02 -4.60
H22 -0.38 0.58 -3.60

Mulliken population analysis, charges in e, atoms 1 to 4: Ru -0.18; O -0.54; C -0.03; C 0.23